# 1
Below is a molecular structure, C27H32N2OPtS5Si in a non-equilibrium geometry, with properties calculated with ωB97M-V/def2-TZVPD.

Energy: -98850.75216 eV
ΔE to the lowest compared entry with this formula, charge and spin: 7.3 kcal per mole
HOMO level: -0.5180 eV
Total charge: -2

XYZ file:
```
69
Properties=species:S:1:pos:R:3:forces:R:3:nbo_charge:R:1
Pt -0.8403 1.0788 -1.6136 0.0 0.9 -0.5 0.24
S -2.0390 -0.7161 -2.2225 0.2 -0.5 0.0 -0.14
S -5.4053 1.8408 3.9140 0.2 -0.1 -0.2 -0.42
S -0.6546 3.3116 -0.7768 0.2 0.0 0.0 -0.28
S -4.0378 1.4920 1.2159 -0.2 -0.1 0.1 -0.28
S -0.5037 1.5464 -4.0538 -0.1 0.0 0.0 -0.45
Si 0.7033 -0.0808 -0.5285 -0.2 -0.4 0.6 1.25
O -4.4955 -0.4072 2.8388 -0.1 0.0 0.0 -0.55
N 0.7528 3.0148 1.4530 -0.1 -0.2 0.0 -0.61
N -1.5499 3.4447 1.6991 0.0 -0.3 0.0 -0.60
C -0.9782 -0.6032 3.2629 0.0 0.0 0.0 -0.23
C 0.5149 -0.3305 1.3624 0.1 0.0 0.1 -0.42
C 3.5873 -0.2236 -0.5824 0.0 0.0 0.1 -0.14
C 1.5895 -0.5395 2.2342 0.0 -0.1 0.0 -0.25
C -1.7913 3.1241 3.1078 0.0 0.0 0.0 -0.44
C 0.1054 -0.8246 4.1065 0.0 0.0 0.0 -0.25
C -1.9891 -2.3234 -4.4627 0.0 0.0 0.0 -0.64
C 4.0440 2.4321 -1.1954 0.0 0.0 0.0 -0.21
C -1.5991 -0.9680 -3.9081 0.1 0.2 -0.2 -0.25
C 1.0302 -4.2656 -0.9583 0.0 0.0 0.0 -0.23
C 1.4011 -3.2593 -3.1059 0.0 0.1 0.0 -0.25
C 2.7430 1.9537 -1.0676 0.0 0.0 -0.1 -0.24
C 1.3946 -0.7928 3.5889 0.0 0.0 -0.1 -0.24
C -4.9879 -1.0590 3.9990 0.1 0.1 -0.1 -0.26
C -0.9878 -0.0195 -4.6604 -0.2 -0.3 0.2 -0.21
C 1.3004 -4.3974 -2.3124 0.0 0.0 0.0 -0.24
C 0.9533 -1.8476 -1.1802 0.0 -0.1 -0.1 -0.49
C 0.8607 -3.0005 -0.4017 0.0 0.0 0.0 -0.21
C 5.1226 1.5784 -1.0167 0.0 0.0 0.0 -0.24
C 1.2255 -2.0028 -2.5460 0.1 0.0 0.0 -0.12
C 1.1610 2.7718 2.8288 0.0 0.1 0.0 -0.42
C -0.6335 -0.2803 -6.1047 0.0 0.1 -0.1 -0.64
C -4.6586 0.9424 2.6758 0.0 0.1 0.2 0.01
C 2.4797 0.6213 -0.7340 0.1 0.1 -0.1 -0.48
C -0.4726 3.2158 0.9527 -0.1 0.0 0.1 0.40
C 4.8889 0.2416 -0.7177 0.0 0.0 0.0 -0.25
C -0.7745 -0.3614 1.9081 0.1 0.1 0.0 -0.22
H -2.4005 3.3305 1.1537 0.0 0.2 0.0 0.45
H 3.4248 -1.2738 -0.3585 0.0 0.0 0.0 0.20
H -1.6289 -0.1612 1.2650 0.0 0.0 0.0 0.26
H -6.0507 -0.8681 4.1435 0.0 0.0 0.0 0.19
H -4.8048 -2.1196 3.8235 0.0 0.0 0.0 0.18
H -2.4692 -2.9164 -3.6839 0.0 0.0 0.0 0.22
H 0.7140 1.8752 3.2517 0.0 0.0 0.0 0.22
H -1.0189 -1.2329 -6.4749 0.0 0.0 0.0 0.19
H -4.4618 -0.7260 4.8958 0.0 0.0 0.0 0.18
H -1.1196 -2.8917 -4.8103 0.0 0.0 0.0 0.20
H 0.6446 -2.9136 0.6587 0.0 0.0 0.0 0.21
H 2.2481 -0.9575 4.2390 0.0 0.0 0.0 0.19
H -1.9915 -0.6079 3.6503 0.0 0.0 0.0 0.22
H 1.2894 -1.1185 -3.1760 -0.1 0.0 0.0 0.22
H -1.0224 0.5203 -6.7412 0.0 0.0 0.0 0.21
H 1.4018 2.7023 0.7474 0.1 0.1 -0.1 0.43
H -1.5847 2.0773 3.3240 0.0 0.0 0.0 0.22
H 1.4251 -5.3817 -2.7507 0.0 0.0 0.0 0.19
H 4.2100 3.4721 -1.4552 0.0 0.0 0.0 0.20
H -0.0549 -1.0193 5.1617 0.0 0.0 0.0 0.19
H 2.6050 -0.5086 1.8492 0.0 0.0 0.0 0.20
H 5.7221 -0.4431 -0.5994 0.0 0.0 0.0 0.19
H 0.9390 3.6314 3.4586 0.0 0.0 0.0 0.19
H -1.2228 3.7688 3.7741 0.0 0.0 0.0 0.18
H -2.8540 3.2784 3.2810 0.0 0.0 0.0 0.25
H 0.9485 -5.1471 -0.3311 0.0 0.0 0.0 0.19
H 2.2408 2.6346 2.8156 0.0 0.0 0.0 0.21
H 6.1374 1.9450 -1.1274 0.0 0.0 0.0 0.19
H 1.9094 2.6191 -1.2764 0.0 0.0 0.0 0.25
H 1.6013 -3.3521 -4.1682 0.0 0.0 0.0 0.20
H -2.6905 -2.2436 -5.3011 0.0 0.0 0.0 0.19
H 0.4543 -0.2795 -6.2368 0.0 0.0 0.0 0.20
```
Forces are in eV/Å.

# 2
Below is 9 unconnected molecules or ions with the total composition H17O9 in a non-equilibrium geometry, with properties calculated with ωB97M-V/def2-TZVPD.

Energy: -18704.68865 eV
ΔE to the lowest compared entry with this formula, charge and spin: 42.3 kcal per mole
HOMO level: -6.1818 eV
Total charge: -1

XYZ file:
```
26
Properties=species:S:1:pos:R:3:forces:R:3:nbo_charge:R:1
O 0.9475 -1.9744 1.8428 0.1 0.3 -0.8 -0.98
O -2.1329 0.4729 -1.7005 -3.3 -0.8 1.7 -0.95
O -0.4242 2.3168 0.2504 -0.2 4.1 -1.0 -0.99
O -2.1987 -1.5094 0.6863 -0.7 -0.3 0.6 -0.96
O 2.2620 1.0707 0.5005 3.6 1.4 -0.5 -1.00
O -0.1697 1.4836 2.7040 -1.6 -0.2 0.2 -0.97
O 1.7490 -2.3236 -0.8357 2.5 -0.5 -0.9 -0.98
O 0.1774 -0.2549 -0.1100 -1.2 1.0 -1.1 -1.26
O 0.6782 -0.6355 -3.0941 0.9 0.6 -1.3 -0.95
H -0.5408 0.2108 -0.5903 0.6 -1.4 0.2 0.43
H -0.1555 1.4384 0.0846 1.2 -2.3 -0.2 0.49
H -0.1236 -0.9466 -3.4765 -0.9 -0.5 -0.5 0.45
H 0.4659 -0.4901 -2.1885 0.0 0.0 1.7 0.49
H -1.3957 0.8774 -2.0671 2.0 1.7 -1.0 0.48
H 0.6822 -1.8712 2.7475 -0.3 0.5 0.4 0.45
H -1.4211 -0.9998 0.4602 1.5 0.0 0.1 0.50
H -1.0193 1.1051 3.0094 0.9 0.0 0.3 0.45
H -2.8163 -1.1216 0.0814 -0.8 0.0 -0.5 0.44
H 2.1326 1.5785 1.2822 -0.6 0.1 0.8 0.46
H 1.2197 -1.5193 -0.7049 0.3 0.2 0.2 0.50
H 2.7147 -2.0889 -1.0446 -2.6 -0.1 0.6 0.45
H 0.2811 2.8881 -0.1651 -1.1 -1.1 0.8 0.49
H -0.4923 1.8028 1.8327 0.9 0.3 0.3 0.48
H -2.5554 1.0582 -1.0208 1.0 -0.4 -1.1 0.49
H 1.4974 0.6192 0.2100 -2.2 -1.3 -0.2 0.49
H 0.6376 -1.1875 1.3062 0.2 -1.0 0.9 0.51
```
Forces are in eV/Å.

# 3
Below is 15 unconnected molecules or ions with the total composition C5H42N2O14 in a non-equilibrium geometry, with properties calculated with ωB97M-V/def2-TZVPD.

Energy: -37510.97708 eV
ΔE to the lowest compared entry with this formula, charge and spin: 88.9 kcal per mole
HOMO level: -9.0828 eV

XYZ file:
```
63
Properties=species:S:1:pos:R:3:forces:R:3:nbo_charge:R:1
O -3.2153 0.8444 0.2418 -0.6 1.0 1.3 -0.96
O 0.6798 -4.5399 0.7952 0.3 0.0 0.8 -0.98
O -2.0049 -2.8674 0.3238 0.1 -0.2 0.1 -1.00
O 3.9350 2.3349 -0.8420 0.9 0.0 0.5 -0.97
O -0.7723 0.1167 2.6833 0.3 -0.7 -0.3 -0.96
O -1.8947 2.5267 2.2630 -0.7 0.3 0.4 -0.96
O 3.2522 -2.7647 -0.9982 0.4 0.7 0.9 -0.99
O 2.2803 -0.1831 1.3039 -0.5 0.2 1.4 -0.98
O -2.7197 -1.6594 3.4384 -0.6 0.0 0.3 -0.96
O 4.5142 -0.2152 -0.5011 0.8 0.3 0.5 -0.96
O 0.6783 2.4954 4.4656 -0.1 -0.7 1.0 -0.96
O 2.6835 1.3446 -3.0486 -0.3 1.0 0.0 -0.96
O 0.9245 -2.3888 2.4221 0.3 0.5 0.1 -1.00
O -4.1067 -1.5914 -0.0053 -1.3 -1.0 -0.5 -0.99
N 0.7692 1.3489 -0.3797 -1.1 -0.6 -1.0 -0.88
N -0.4911 -1.3180 -1.6943 -0.1 -0.2 -0.1 -0.65
C -0.3677 1.1386 -1.3548 1.0 0.3 0.6 -0.06
C -0.6306 3.7234 -1.7402 -0.4 0.5 0.0 -0.63
C -0.9895 -1.2355 -3.0645 -1.1 0.4 0.1 -0.42
C -1.2705 2.3569 -1.5469 -0.8 -0.6 0.9 -0.44
C -1.0253 -0.2128 -0.9020 0.9 0.8 0.0 -0.28
H -1.3705 -2.4849 -0.3174 0.1 -0.2 -0.1 0.51
H 4.6065 2.1401 -1.5091 0.0 0.2 0.0 0.47
H 3.0259 2.0818 -2.5024 0.0 -0.8 0.0 0.48
H 4.0140 -0.5838 -1.2258 -0.4 -0.2 -0.1 0.50
H 4.6603 -0.9237 0.1304 0.1 -0.4 -0.4 0.48
H -1.9283 2.0076 -2.3410 -0.1 0.6 -0.6 0.21
H 0.5245 -1.3192 -1.6827 0.0 0.1 0.1 0.36
H 0.3734 1.8132 0.4270 0.4 0.3 0.1 0.33
H 1.1658 -3.9307 1.3952 -0.3 0.3 -0.6 0.50
H 1.8751 1.7622 -3.3774 0.0 -0.4 -0.3 0.46
H -0.8289 -0.2921 -3.6212 0.5 -0.1 0.3 0.16
H -0.6370 -2.0493 -3.6910 -0.1 -0.2 0.1 0.20
H 0.1549 -1.8042 2.3334 -0.2 -0.2 0.0 0.50
H -1.6163 0.5705 2.5544 0.4 0.0 0.4 0.49
H -4.1104 0.5984 -0.0044 -0.1 0.0 -0.2 0.50
H 1.4530 2.5543 3.9111 -0.2 0.6 -0.4 0.48
H -3.6986 -2.4749 -0.1401 0.4 0.8 0.3 0.51
H -1.2672 4.5035 -1.3066 -0.5 -0.1 -0.6 0.22
H -0.4688 3.9392 -2.8022 0.3 0.2 0.3 0.21
H -1.7292 -3.7726 0.4748 0.4 -0.1 -0.1 0.48
H 0.2365 3.9361 -1.1115 0.6 -0.7 -0.4 0.21
H 1.6358 -1.7325 2.2891 -0.2 -0.2 0.1 0.49
H -0.1341 0.5717 2.1244 0.1 0.0 0.2 0.47
H 4.2546 1.7183 -0.1455 -0.8 0.3 -0.5 0.51
H 1.5642 1.8592 -0.7416 -0.1 0.2 0.0 0.39
H -1.8053 -1.5898 3.7232 0.1 0.0 -0.2 0.48
H 2.6736 -3.4574 -0.6630 -0.2 -0.1 -0.7 0.51
H -2.5174 2.1459 1.6174 0.5 0.4 -0.3 0.50
H 0.0928 0.9512 -2.3316 0.2 0.0 0.2 0.18
H -0.0454 3.0892 4.2609 0.4 0.2 -0.5 0.48
H -5.0360 -1.7684 -0.2129 0.1 0.3 0.1 0.46
H -2.0908 -1.2356 -2.9692 0.3 -0.5 -0.3 0.20
H -2.1162 -0.2682 -0.8009 0.7 0.0 -0.9 0.26
H -0.9998 2.5128 1.9211 -0.2 0.0 -0.3 0.46
H -0.6554 -0.2674 0.1268 -0.2 -0.6 0.0 0.20
H -3.1118 0.3173 1.0462 0.1 -0.4 -0.2 0.49
H -2.7572 -2.2546 2.6849 0.3 0.0 -0.2 0.48
H 0.1332 -4.9258 1.4929 -0.2 -0.4 -0.4 0.46
H -1.9989 2.4444 -0.7379 0.4 -0.2 0.3 0.22
H 3.3216 -2.7058 -1.9498 -0.5 -0.7 -0.2 0.48
H 1.7706 -0.3800 0.5087 0.5 0.2 -0.4 0.51
H 3.1584 -0.5505 1.3039 0.1 -0.2 -0.6 0.47
```
Forces are in eV/Å.

# 4
Below is 2 unconnected molecules or ions with the total composition C6H15ClOSi in a non-equilibrium geometry, with properties calculated with ωB97M-V/def2-TZVPD.

Energy: -28911.08513 eV
ΔE to the lowest compared entry with this formula, charge and spin: 79.1 kcal per mole
HOMO level: -8.1400 eV

XYZ file:
```
24
Properties=species:S:1:pos:R:3:forces:R:3:nbo_charge:R:1
Cl -0.2727 2.4529 2.6873 -0.3 0.1 0.1 -0.08
Si 0.2046 0.1950 0.0882 -0.1 1.2 0.6 1.85
O 1.6796 -0.2638 0.7521 -0.8 0.8 -0.4 -0.93
C -1.3170 -0.8187 0.5294 1.6 -1.2 -3.6 -0.93
C -0.9167 2.3217 1.0473 0.1 -2.5 -1.9 -0.72
C 1.4231 -0.9890 -2.2983 0.7 -1.0 -0.3 -0.61
C -2.4893 -0.4478 -0.3353 1.5 2.3 0.2 -0.59
C 0.6169 0.2133 -1.7817 1.6 -0.5 3.1 -0.90
C 2.1386 -0.5296 2.0914 -3.4 -0.9 -0.5 -0.22
H -0.3166 0.4756 -2.1815 -1.0 0.1 -1.5 0.23
H 1.5492 -0.7944 -3.3822 -0.1 -0.7 0.4 0.21
H -3.0027 -1.1789 -0.8144 -1.1 -2.7 -1.4 0.21
H 3.0596 -1.0669 1.9736 0.2 -0.6 0.3 0.19
H 2.2954 0.4006 2.6077 0.0 0.3 0.4 0.19
H 0.9383 -1.9749 -2.1071 0.1 0.7 -0.5 0.20
H -3.2236 0.0618 0.2076 -1.1 1.0 1.0 0.21
H -1.0860 -1.8590 0.2916 0.1 -0.2 1.1 0.23
H 1.3149 1.0210 -1.8126 0.1 1.1 -0.4 0.24
H -1.5248 -0.5164 1.4623 -0.6 0.0 3.9 0.24
H 1.2197 -1.1288 2.5502 2.5 0.9 -0.2 0.17
H -2.0608 2.2081 0.9609 1.9 0.1 0.5 0.21
H 2.4952 -1.1636 -1.8913 -1.9 1.0 -0.3 0.23
H -0.5747 3.1470 0.4419 0.0 0.3 0.1 0.20
H -2.1500 0.2347 -1.0871 -0.2 0.6 -0.8 0.19
```
Forces are in eV/Å.